ORCA calculation (ωB97M-V/def2-TZVPD) on a cluster of 11 separate species, C66H152N8O11 in total.

Positions of all 237 atoms, in Å:
H1 -4.1816 -2.7740 -4.2991
H2 2.1347 0.6452 2.2109
C1 0.5634 -0.6652 -0.8868
H3 -5.9312 -4.3728 -0.7699
H4 5.0600 3.2646 0.5024
H5 0.6573 -1.4492 2.5117
H6 3.9482 5.0028 -3.7274
H7 -6.3938 -2.1668 -5.5853
C2 1.2868 8.0822 -0.8399
C3 2.1808 -1.4630 0.8862
H8 -1.4926 -1.6454 2.2708
C4 3.3648 6.4492 -2.1529
H9 -0.6848 1.1673 -0.7556
H10 4.7622 3.6029 4.2469
H11 -3.6839 -0.0323 -4.3517
C5 0.7475 -4.5356 5.8046
H12 -1.1548 -1.1447 -7.7920
H13 -5.9167 -1.6863 4.0093
H14 -9.1790 -4.3581 5.6273
H15 6.3189 2.3385 4.5802
C6 1.0031 2.6755 -4.8169
C7 4.0408 0.5073 4.1659
H16 -2.3859 0.1407 6.4996
H17 1.3057 -5.3632 6.3362
H18 -8.8255 -3.7073 3.9627
H19 0.2352 -5.1094 5.0128
H20 -0.2065 -4.5705 0.8748
H21 -1.2644 3.6923 4.3673
H22 -5.4749 -0.7880 -5.1531
H23 2.7893 -5.1657 -4.8247
H24 1.4890 1.0295 -7.6366
H25 -4.4973 -1.5290 1.0000
N1 3.8591 1.1021 2.8331
C8 6.1339 1.8393 2.5921
H26 -2.4230 -0.7228 5.0565
H27 3.6877 -1.5833 3.4980
C9 6.4881 1.4124 3.9907
C10 -5.0438 -3.5619 4.4236
H28 5.7571 -0.6816 4.1403
C11 -0.3369 6.1886 -1.4272
H29 2.3609 1.6062 5.0140
C12 3.4577 -2.9537 -6.2836
C13 3.3274 -0.8468 4.2453
H30 -1.0124 6.6001 -0.6954
H31 -0.1589 1.2270 -5.9004
H32 -4.1109 -3.4366 -5.9403
H33 5.4829 0.2513 -0.6161
C14 -4.0394 -0.3512 -7.4254
C15 3.5298 7.9367 -1.8717
C16 -8.5466 -4.4503 4.7286
H34 0.1379 -0.8446 7.4822
H35 2.5837 0.0121 -0.5959
H36 4.8525 -0.7986 -1.8295
C17 -5.4635 -1.6581 -5.7683
H37 2.9314 9.4892 -0.5253
O1 7.0831 -1.7039 0.4832
C18 7.5653 -0.8031 -1.8761
H38 -1.9899 -4.4639 7.9103
H39 4.3952 1.5883 0.4027
H40 0.9712 8.4243 -1.7983
H41 -0.8593 -2.0843 -5.3841
H42 0.2269 -1.8109 -2.7107
C19 -1.2438 -4.9558 7.2431
H43 4.9504 4.3989 2.6586
H44 1.0679 -4.7715 -4.5886
H45 -0.5549 5.1449 -1.3813
H46 0.8610 2.4959 -7.6272
C20 0.0307 0.6815 -1.4503
H47 0.9155 1.2216 -1.7131
H48 -4.0422 -2.7212 -1.2849
H49 5.6628 0.1473 5.5984
H50 -0.5508 6.5347 -2.4139
C21 1.4112 5.9084 0.4487
C22 -1.6150 -1.7246 6.7837
H51 -1.8292 -5.3176 6.3998
C23 -1.7456 -2.7496 -5.3876
C24 1.7514 -0.3252 0.0308
H52 1.4679 -2.7877 7.5959
H53 -3.1532 0.5168 -9.1995
H54 -3.0997 0.4661 1.1517
H55 1.8191 -1.1858 -2.6021
H56 3.5061 -2.3701 -7.2454
H57 3.3358 6.5070 -4.3705
H58 -1.1762 -3.4380 2.3951
H59 -6.2598 -5.4591 3.8379
H60 1.2693 -3.8240 5.2096
H61 2.6206 0.5157 -5.0426
C25 -3.9248 -0.1436 -8.9355
C26 4.4300 3.5746 3.1816
C27 3.3101 1.3441 5.3412
C28 -4.0849 1.0696 -6.7815
C29 2.1056 -3.6498 -6.1539
H62 -1.4112 3.5307 -3.7353
H63 -0.7490 -5.7055 7.7954
O2 2.4325 1.3989 2.7576
H64 -0.4370 1.0337 3.6117
H65 -1.0930 -2.8726 9.3565
C30 1.6119 0.2984 -5.2702
H66 0.8651 -4.2521 8.5657
H67 3.3598 3.8204 3.1802
C31 1.0177 -2.0936 1.6973
C32 -3.6569 0.7019 0.2705
H68 3.4437 -1.2575 5.2366
H69 1.0348 -4.0467 -0.2509
H70 4.3539 -3.5739 -6.3549
C33 4.2861 2.5364 0.9529
H71 0.3945 -2.0171 9.6936
C34 -5.0514 -2.4499 -0.9665
C35 -0.2259 -2.4698 0.8039
C36 1.0460 -1.5959 -2.0482
C37 -1.0010 1.4431 2.7810
H72 -4.6007 1.2547 0.6045
C38 -2.7579 -0.6727 -4.4357
C39 -2.8751 -1.7056 -5.5603
C40 -4.8734 -1.2668 0.0240
C41 4.1813 5.6474 -1.1004
H73 7.6635 0.2097 -1.4684
H74 0.8338 2.2525 -3.8217
H75 -6.1862 -0.5414 -7.4322
C42 0.9085 1.4695 -5.8786
H76 -4.8497 0.2200 -9.4021
N2 1.4832 1.8758 -7.1332
C43 -2.9397 -2.2387 7.2155
C44 -1.4041 -2.6041 1.7500
H77 3.5101 4.8564 -0.7519
H78 -1.0159 -3.0087 4.2819
C45 5.3430 -0.8319 -0.8254
C46 -1.8078 -0.5166 5.9240
H79 -5.2623 -3.7848 0.5867
O3 1.8413 -4.5941 -7.1743
H80 -3.1401 -3.1532 3.6258
C47 -0.3812 3.7746 3.7032
C48 -5.3039 -1.1442 -7.1779
H81 -1.6593 -3.3982 -6.2881
H82 -5.3464 -1.9139 -7.9474
H83 8.5866 -1.1929 -1.8879
O4 -1.4530 -1.6637 -1.0436
H84 0.6478 8.4585 -0.0144
H85 -6.6430 -4.0102 3.0485
H86 -2.8097 -2.9328 8.0563
H87 6.5555 -2.5600 -1.3037
H88 -0.5468 0.5376 -2.3716
C49 4.6929 2.2458 2.4277
H89 -3.1256 1.6213 -6.9948
C50 -5.8188 -2.1091 -2.2120
H90 -4.6220 -1.5534 5.1505
C51 0.0306 -3.8312 0.0830
H91 3.1179 8.6075 -2.6709
H92 2.2622 -0.7051 4.0231
H93 -1.8948 -0.0263 -4.7635
H94 -4.9143 1.5801 -7.2624
O5 -3.9197 -0.3654 -0.6108
H95 5.0152 5.1306 -1.5835
N3 -0.5070 -1.2786 -0.0608
C52 -0.4793 2.8495 2.4852
H96 1.3937 4.8159 0.4252
H97 -0.7975 0.8807 1.8533
H98 1.1824 4.5532 -2.8453
H99 -3.6906 -1.1324 -9.4281
H100 -0.6381 -3.8983 -0.7724
H101 2.3583 6.2772 0.9171
H102 -1.6390 2.8160 -5.5042
H103 -2.1245 1.5255 2.9573
O6 -1.3001 3.5029 1.4604
H104 2.0213 3.0176 -4.8219
H105 -6.1339 -2.2845 5.6323
C53 2.0553 -4.3433 -4.8607
H106 -0.8303 -0.1095 5.5664
H107 0.5017 3.4899 4.2576
H108 -1.3339 -0.5729 8.4880
H109 -1.8143 -3.2052 -4.4155
H110 7.7389 -2.4299 0.4830
C54 -0.2562 -3.9123 6.8149
C55 -4.2098 -2.5058 -5.3173
O7 -1.6193 -3.1378 5.0083
H111 4.9666 6.4694 -3.4936
H112 -0.2597 4.8435 3.3605
H113 -4.6615 -4.1746 5.2772
H114 3.5767 -2.1492 -5.5385
H115 -1.6013 4.5959 -5.0177
C56 6.6441 -1.5961 -0.8705
C57 -5.3990 -2.1994 4.8325
N4 -0.8108 -2.7562 6.0712
H116 4.5829 7.9693 -1.8499
H117 6.7935 2.7273 2.2768
H118 -2.1415 3.6149 1.9467
H119 -4.2514 1.2114 -5.6655
H120 3.2769 3.0358 0.8753
H121 -3.7973 -4.4545 2.9988
O8 1.8403 4.7043 -2.1115
H122 1.5508 -0.6116 -5.8790
H123 0.5810 6.1449 1.1419
O9 -1.7057 -0.5228 -7.2776
H124 -3.5121 -1.4006 7.4639
N5 1.9199 6.1293 -2.0748
H125 -5.8262 -0.7865 0.1389
H126 -2.3380 -2.7406 1.1377
H127 2.6980 -2.1858 0.2776
H128 -3.3390 -2.7010 6.3511
H129 3.3291 0.7230 6.2548
C58 -1.1598 3.6121 -4.8198
H130 2.2877 -3.6500 -4.0890
H131 -3.0080 1.4222 -0.2257
C59 3.9333 6.0545 -3.5333
H132 -6.7833 -1.6489 -1.9652
H133 1.3441 0.4923 0.6642
H134 7.1272 -0.7806 -2.8276
H135 -5.2512 -1.3514 -2.7574
C60 0.6047 -3.3592 8.0127
H136 4.6131 -1.3304 -0.2160
H137 0.5043 2.8087 2.1219
H138 6.3342 1.0640 1.8828
H139 1.0907 -0.0010 -4.3682
N6 -5.7594 -3.4880 -0.2626
H140 2.9877 -1.1286 1.5946
C61 5.5346 0.3190 4.5324
C62 -0.7315 -1.2905 7.9608
O10 -7.2671 -4.2691 5.0478
H141 3.8202 2.2633 5.6506
H142 1.3884 -2.8045 -6.1489
N7 -4.0669 -3.5346 3.3097
C63 -0.2416 -2.3997 8.9127
N8 -2.9237 -1.2054 -6.9828
H143 -8.8309 -5.3872 4.2977
H144 1.3722 -2.5912 -1.6796
C64 1.1145 6.5496 -0.9070
O11 0.2155 3.7845 -5.1212
C65 -6.3046 -4.3722 4.0350
H145 -2.2698 -1.1125 -0.9378
C66 2.7426 8.3903 -0.6363
H146 4.4293 6.2731 -0.2666
H147 1.9564 -4.1175 -8.0048
H148 -5.9080 -2.9747 -2.9125
H149 1.4873 -2.9973 2.1548
H150 -2.6023 -1.1371 -3.4600
H151 7.5318 1.0927 4.1400
H152 3.2537 8.0545 0.2629

Cartesian forces, eV/Å:
-0.360 -0.351 1.229
0.069 0.686 0.272
0.603 -0.383 -0.076
0.228 1.071 -0.077
-1.167 -0.991 0.655
0.306 0.118 -0.194
0.117 -0.712 0.269
-0.371 -0.387 -0.141
-0.208 -1.414 1.577
0.397 0.074 1.624
-0.162 -0.254 0.269
-0.615 -0.835 0.202
0.940 0.046 -0.073
-0.188 -0.159 -0.845
1.134 -0.712 -0.022
-1.147 -2.421 0.576
-0.672 0.255 0.335
0.114 -0.100 -0.009
0.317 0.291 -0.297
0.400 -0.643 0.192
0.493 -1.865 -1.067
-0.375 1.051 2.301
-0.413 1.579 0.799
0.144 1.286 -0.619
-0.461 0.089 0.216
-0.415 0.089 0.354
-0.001 -0.031 -0.784
0.338 0.118 -0.290
-0.195 0.735 0.774
-0.197 0.284 -0.064
0.327 -0.994 -1.367
0.180 -0.567 0.361
-0.369 -0.748 0.698
1.376 1.034 -1.068
-0.027 -0.250 -0.366
0.137 0.414 0.428
-0.792 0.264 1.283
1.075 -2.925 -0.013
0.568 0.258 -0.455
0.827 0.503 2.124
-1.915 0.258 -0.251
0.419 1.392 -1.699
-0.100 -0.117 -1.238
-0.632 0.500 0.088
-0.124 -0.121 -0.460
-0.389 0.685 0.525
0.057 -0.903 0.470
0.154 0.687 0.698
-1.853 0.153 -0.900
-2.777 0.889 -0.775
0.152 0.465 0.295
-0.154 0.349 0.224
0.525 -0.236 0.386
1.802 -0.882 0.469
-0.462 -0.566 -0.321
1.009 -0.644 -0.588
0.855 -0.115 3.229
0.633 -0.797 -0.265
-0.572 0.464 0.008
-0.374 0.778 -0.636
0.193 -0.723 0.124
-0.430 0.044 -0.366
-1.814 1.689 0.425
-0.177 -0.399 0.172
0.415 0.210 -0.459
0.241 -0.941 -0.001
-0.110 0.302 -0.048
-0.906 -1.388 -0.118
0.297 1.025 0.056
0.311 -0.254 0.075
-0.231 0.459 0.268
0.103 0.564 -0.607
-0.126 0.032 0.761
2.282 -1.063 0.862
0.245 -0.313 -0.054
0.701 2.284 -1.604
-1.171 0.653 -0.160
-0.446 -0.653 0.445
1.119 0.982 -0.234
0.213 -0.930 0.746
1.632 1.048 -0.966
-0.273 -0.460 0.543
0.640 -0.105 0.749
-0.410 -0.318 0.359
1.233 0.146 0.150
1.165 0.761 0.318
1.272 0.186 0.220
-0.542 -1.959 -0.591
-0.030 0.373 0.713
2.786 -0.686 0.133
0.675 0.594 0.814
0.522 0.970 -0.130
0.586 -0.865 -0.525
0.434 -1.200 0.418
0.805 -0.347 -0.702
-0.226 -0.283 0.213
-0.389 -0.590 0.404
-1.034 -0.969 -0.191
0.702 -0.053 0.169
0.169 -0.127 -0.047
0.542 -0.535 -0.848
-0.875 1.875 -0.282
-0.022 -0.193 0.274
0.398 0.329 0.020
-0.263 -0.351 0.516
1.477 0.981 -0.281
0.095 0.338 0.342
0.349 -0.114 0.613
1.860 0.437 -0.095
-1.513 -1.248 1.879
-0.635 1.057 -0.948
0.971 -0.774 -0.559
0.021 1.564 -1.105
-1.975 -1.348 0.197
0.653 -0.257 -2.118
-1.153 -0.700 -0.656
-0.096 0.033 -0.287
-0.478 0.166 0.127
0.240 0.288 0.140
-0.738 2.062 2.399
0.055 -0.023 0.415
0.015 0.330 0.445
0.942 -0.982 0.629
-0.684 0.660 -1.603
0.398 0.063 0.145
0.033 0.001 -0.699
-0.739 0.428 -1.635
1.178 -0.518 -1.539
-0.199 0.395 -0.313
0.052 0.487 -0.335
-1.637 -0.195 -0.077
-0.508 0.585 -0.335
-1.012 -0.226 -0.489
-0.242 0.029 0.936
0.187 -0.535 0.206
-0.133 -0.228 -0.277
-1.399 -0.171 -0.091
0.276 0.019 -0.594
-0.413 0.547 0.254
-0.619 0.410 -0.298
-0.557 -1.204 -0.211
0.113 -0.192 0.036
-1.694 1.387 -0.066
-0.960 -0.535 0.013
0.088 0.695 -0.750
1.021 0.286 0.243
-0.814 0.372 0.974
0.634 -0.893 0.053
0.118 -0.092 0.353
-0.689 -0.270 0.890
0.020 0.336 -0.155
-0.707 -0.212 1.023
0.226 0.385 0.391
0.190 0.053 -0.376
-1.433 1.141 0.487
0.289 0.069 -0.276
-0.381 -0.266 0.481
1.042 0.074 0.960
-0.249 0.885 0.526
-0.145 -0.312 0.100
-0.806 -0.431 -0.460
0.537 1.081 1.373
1.412 -0.450 0.094
-0.161 -0.722 1.160
0.646 0.228 -0.133
0.071 0.223 0.164
-0.741 -1.727 1.080
-0.819 -0.063 0.456
0.232 -0.002 0.402
0.080 0.722 0.432
-0.090 -0.579 0.125
-0.390 0.668 0.291
1.613 0.883 -1.200
0.096 0.633 -3.081
-0.154 -1.145 -0.852
-0.557 -0.415 -0.582
-0.135 -1.129 0.375
0.171 0.727 -0.147
-0.009 -0.594 0.064
-0.113 -0.267 -0.553
0.297 2.056 -0.840
-2.098 0.791 -0.132
0.118 1.574 1.330
1.363 1.142 0.440
-0.937 -1.156 0.437
0.337 0.160 -0.712
0.117 -0.716 -1.427
1.027 -0.886 0.034
-0.309 -0.523 -0.004
-1.202 -0.533 -1.559
0.206 0.249 -0.309
0.326 0.182 -0.278
0.612 0.051 -0.045
-1.310 1.052 0.732
0.852 -0.345 -0.068
-0.576 0.561 0.124
0.732 -0.243 0.852
-0.096 -0.699 -0.297
-0.835 -0.787 -0.404
-0.399 0.121 -0.482
-0.870 0.361 -0.720
0.312 0.605 0.812
-0.174 0.086 -0.354
-0.463 1.965 -0.195
-0.031 -0.440 -0.126
0.536 -0.065 -0.411
-0.533 -0.045 -1.374
-0.051 0.043 -0.083
-1.665 0.436 -0.411
-0.183 0.148 0.768
1.262 -0.242 -1.013
0.248 -0.746 -0.540
-0.028 0.146 0.381
-0.157 -1.650 1.138
-0.705 -0.169 -0.522
-0.089 -0.550 -1.126
0.036 -0.376 0.199
2.719 0.605 1.595
0.159 -0.093 -0.391
-0.214 -0.535 -0.188
0.773 0.619 0.227
0.613 -0.011 -2.200
0.536 -0.717 0.648
0.272 -1.237 -0.394
-0.004 0.721 -0.073
-0.870 -0.022 -1.406
-0.626 0.018 0.527
-0.531 -0.212 -1.313
0.658 -0.364 0.295
1.910 1.884 -0.107
0.615 0.139 0.480
-0.059 -0.273 -0.109
-0.205 0.537 0.762
-0.824 0.351 -0.083
0.315 -0.024 -0.158
-0.349 0.235 -0.319
-0.592 -0.652 0.316

Computed properties:
E_tot = -3871.20007 a.u.
Largest force on an atom = 3.3 eV/Å
Net charge = 0
SMILES string = CC1(C)CCCC(C)(C)N1O.CC1(C)CCCC(C)(C)N1O.CC1(C)CCCC(C)(C)N1O.CC1(C)CCCC(C)(C)N1O.CC1(C)CCCC(C)(C)N1O.COC[C@H](C)N.COC[C@H](C)N.COC[C@H](C)N.CC(C)O.CC(C)O.CC(C)O
E_HOMO = -8.285 eV
E_LUMO = 0.43 eV
Gap between HOMO and LUMO = 8.718 eV